# 1
Below is the ion C5H7ClNO3 with charge -1 in a non-equilibrium geometry, with properties calculated with ωB97M-V/def2-TZVPD.

Structure (ORCA input):
```
! wB97M-V def2-TZVPD RIJCOSX def2/J DEFGRID3
* xyz -1 1
H -0.18 0.27 1.75
C -2.44 0.78 0.35
H -0.19 0.06 -1.94
Cl -0.47 -2.79 0.13
C 1.05 -0.10 0.03
C 0.28 -0.53 1.27
H 1.55 -0.94 -0.46
C -0.05 0.41 -0.97
H 1.66 0.72 0.31
H -3.02 -0.74 -0.97
N -0.92 -1.20 0.82
O -3.60 0.55 -0.07
H 1.00 -1.12 1.72
O -2.13 -0.91 -1.28
H -0.03 1.52 -0.99
C -1.40 -0.21 -0.37
O -2.06 1.48 1.28
*
```

**Energy above the lowest of the compared OMol25 structures with the same formula, charge and spin**: 0.595 eV
**HOMO energy**: -4.785 eV
**LUMO energy**: 3.51 eV
**Electronic energy**: -25453.8909 eV
**Orbital gap**: 8.29 eV
**SMILES**: O=C([O-])[C@@]1(O)CCCN1Cl

# 2
Below is an isolated molecule of C5H7ClO in a non-equilibrium geometry, with properties calculated with ωB97M-V/def2-TZVPD.

Structure (ORCA input):
```
! wB97M-V def2-TZVPD RIJCOSX def2/J DEFGRID3
* xyz 0 1
H 1.22 -2.67 2.47
H 0.69 1.36 -1.63
H 1.72 -0.02 -1.29
C 0.90 -1.76 2.02
C 1.21 0.77 -0.86
Cl -0.38 1.76 1.26
C 0.10 0.33 0.22
H 1.88 1.48 -0.42
O -1.92 0.49 -1.31
H -1.82 -0.56 0.53
C -1.26 -0.27 -0.36
H -0.99 -1.16 -0.79
H -2.01 1.31 -0.92
C 0.65 -1.06 1.09
*
```

**Energy above the lowest of the compared OMol25 structures with the same formula, charge and spin**: 3.019 eV
**HOMO energy**: -10.567 eV
**LUMO energy**: 0.78 eV
**Electronic energy**: -19864.9339 eV
**Orbital gap**: 11.34 eV
**SMILES**: C#C[C@](C)(Cl)CO

# 3
Below is a cluster of 2 separate species, C5H7ClO2 in total in a non-equilibrium geometry, with properties calculated with ωB97M-V/def2-TZVPD.

Structure (ORCA input):
```
! wB97M-V def2-TZVPD RIJCOSX def2/J DEFGRID3
* xyz 0 1
H -0.87 1.53 1.49
C -0.54 1.49 0.37
C -0.05 -0.71 -0.08
H 1.56 -1.54 -1.42
H -0.89 2.51 -0.03
O 0.02 -0.79 1.34
H 0.96 0.73 -1.48
C -1.25 0.16 -0.42
C 0.97 0.26 -0.40
O 0.88 1.41 0.41
H 1.89 -1.72 0.44
H 0.01 -2.17 1.68
Cl -2.89 -0.27 0.03
C 1.35 -1.21 -0.41
H -1.16 0.33 -1.51
*
```

**Energy above the lowest of the compared OMol25 structures with the same formula, charge and spin**: 7.091 eV
**HOMO energy**: -9.420 eV
**LUMO energy**: -0.23 eV
**Electronic energy**: -21908.6314 eV
**Orbital gap**: 9.19 eV

# 4
Below is an isolated molecule of C5H7ClO2 in a non-equilibrium geometry, with properties calculated with ωB97M-V/def2-TZVPD.

Structure (ORCA input):
```
! wB97M-V def2-TZVPD RIJCOSX def2/J DEFGRID3
* xyz 0 1
H 1.88 -1.73 0.46
O 0.84 1.29 0.59
C -0.59 1.45 0.35
H 1.07 0.65 -1.32
H 1.80 -1.49 -1.38
O -0.07 -0.94 1.38
H -0.82 -1.54 1.54
H -0.76 2.36 -0.24
H -1.08 0.32 -1.54
Cl -2.74 -0.33 0.01
C 0.05 -0.78 -0.02
H -1.10 1.51 1.29
C 1.47 -1.19 -0.36
C 1.13 0.26 -0.31
C -1.06 0.15 -0.45
*
```

**Energy above the lowest of the compared OMol25 structures with the same formula, charge and spin**: 3.840 eV
**HOMO energy**: -9.026 eV
**LUMO energy**: 0.77 eV
**Electronic energy**: -21911.8822 eV
**Orbital gap**: 9.79 eV
**SMILES**: O[C@]12C[C@@H]1OC[C@@H]2Cl